# 1
Entry from OMol25: a 9-piece molecular cluster, C27H73BF4N3O8 overall in a non-equilibrium geometry (the ωB97M-V functional and the def2-TZVPD basis).

Net charge ... -1

Bonds (Å) are listed after each position.
Element x y z (Å)
1 B -0.385 -0.036 0.647  F2 1.364, F3 1.392, F4 1.413, F5 1.380
2 F 0.913 -0.432 0.512  B1 1.364
3 F -1.017 0.184 -0.573  B1 1.392
4 F -1.026 -1.094 1.332  B1 1.413
5 F -0.450 1.152 1.346  B1 1.380
6 C -3.345 -4.683 -1.148  C7 1.538, H12 1.090, H13 1.090, H14 1.090
7 C -2.501 -3.974 -0.075  C6 1.538, C8 1.558, N11 1.447, H15 1.090
8 C -0.977 -4.028 -0.391  C7 1.558, O9 1.427, H16 1.090, H17 1.090
9 O -0.525 -5.350 -0.681  C8 1.427, C10 1.438
10 C 0.900 -5.372 -0.875  O9 1.438, H18 1.090, H19 1.090, H20 1.090
11 N -2.971 -2.606 -0.026  C7 1.447, H21 1.010, H22 1.010
12 H -3.100 -5.742 -1.223  C6 1.090
13 H -3.218 -4.233 -2.133  C6 1.090
14 H -4.402 -4.657 -0.884  C6 1.090
15 H -2.634 -4.301 0.956  C7 1.090
16 H -0.426 -3.665 0.476  C8 1.090
17 H -0.802 -3.430 -1.286  C8 1.090
18 H 1.326 -5.189 0.112  C10 1.090
19 H 1.266 -4.714 -1.663  C10 1.090
20 H 1.316 -6.325 -1.203  C10 1.090
21 H -2.347 -2.130 0.610  N11 1.010
22 H -2.771 -2.180 -0.920  N11 1.010
23 C 3.891 3.242 -0.317  C24 1.535, H29 1.090, H30 1.090, H31 1.090
24 C 2.432 3.594 -0.640  C23 1.535, C25 1.601, N28 1.442, H32 1.090
25 C 2.012 4.109 -2.096  C24 1.601, O26 1.452, H33 1.090, H34 1.090
26 O 0.615 4.488 -2.205  C25 1.452, C27 1.471
27 C 0.180 4.936 -3.537  O26 1.471, H35 1.090, H36 1.090, H37 1.090
28 N 1.601 2.449 -0.360  C24 1.442, H38 1.010, H39 1.010
29 H 4.498 4.144 -0.390  C23 1.090
30 H 4.263 2.547 -1.069  C23 1.090
31 H 3.938 2.679 0.615  C23 1.090
32 H 2.145 4.396 0.039  C24 1.090
33 H 2.246 3.364 -2.856  C25 1.090
34 H 2.716 4.923 -2.273  C25 1.090
35 H 0.836 5.651 -4.033  C27 1.090
36 H -0.833 5.321 -3.421  C27 1.090
37 H 0.122 4.090 -4.222  C27 1.090
38 H 1.813 1.967 0.502  N28 1.010
39 H 1.757 1.743 -1.065  N28 1.010
40 C -5.248 1.208 -3.363  C41 1.523, H46 1.090, H47 1.090, H48 1.090
41 C -4.661 1.904 -2.143  C40 1.523, C42 1.548, N45 1.469, H49 1.090
42 C -4.263 0.987 -0.961  C41 1.548, O43 1.423, H50 1.090, H51 1.090
43 O -4.024 1.765 0.206  C42 1.423, C44 1.444
44 C -4.236 1.014 1.420  O43 1.444, H52 1.090, H53 1.090, H54 1.090
45 N -3.522 2.654 -2.690  C41 1.469, H55 1.010, H56 1.010
46 H -4.630 0.446 -3.839  C40 1.090
47 H -5.546 1.894 -4.156  C40 1.090
48 H -6.193 0.703 -3.161  C40 1.090
49 H -5.422 2.604 -1.799  C41 1.090
50 H -3.316 0.484 -1.155  C42 1.090
51 H -5.032 0.225 -0.830  C42 1.090
52 H -3.561 0.177 1.598  C44 1.090
53 H -5.254 0.624 1.433  C44 1.090
54 H -4.146 1.740 2.229  C44 1.090
55 H -3.787 3.082 -3.566  N45 1.010
56 H -2.709 2.132 -2.983  N45 1.010
57 C 3.351 2.868 5.557  C58 1.606, H61 1.090, H62 1.090, H63 1.090
58 C 2.647 1.763 4.629  C57 1.606, C59 1.536, O60 1.407, H64 1.090
59 C 2.338 2.284 3.218  C58 1.536, H65 1.090, H66 1.090, H67 1.090
60 O 3.612 0.749 4.478  C58 1.407, H68 0.960
61 H 3.664 2.366 6.474  C57 1.090
62 H 2.647 3.692 5.671  C57 1.090
63 H 4.302 3.126 5.091  C57 1.090
64 H 1.777 1.362 5.149  C58 1.090
65 H 3.223 2.571 2.651  C59 1.090
66 H 1.655 3.132 3.286  C59 1.090
67 H 1.753 1.474 2.784  C59 1.090
68 H 3.355 0.129 3.792  O60 0.960
69 C -2.862 -0.303 5.747  C70 1.555, H73 1.090, H74 1.090, H75 1.090
70 C -2.116 -0.362 4.384  C69 1.555, C71 1.504, O72 1.406, H76 1.090
71 C -0.634 -0.144 4.518  C70 1.504, H77 1.090, H78 1.090, H79 1.090
72 O -2.416 -1.536 3.669  C70 1.406, H80 0.960
73 H -3.906 -0.421 5.456  C69 1.090
74 H -2.754 0.572 6.387  C69 1.090
75 H -2.585 -1.208 6.288  C69 1.090
76 H -2.468 0.495 3.810  C70 1.090
77 H -0.173 -0.908 5.144  C71 1.090
78 H -0.515 0.830 4.993  C71 1.090
79 H -0.165 -0.240 3.538  C71 1.090
80 H -1.880 -1.517 2.873  O72 0.960
81 C 1.635 -2.644 3.212  C82 1.502, H85 1.090, H86 1.090, H87 1.090
82 C 2.906 -2.291 2.493  C81 1.502, C83 1.513, O84 1.424, H88 1.090
83 C 3.084 -3.141 1.254  C82 1.513, H89 1.090, H90 1.090, H91 1.090
84 O 2.858 -0.898 2.200  C82 1.424, H92 0.960
85 H 0.746 -2.316 2.673  C81 1.090
86 H 1.638 -2.090 4.151  C81 1.090
87 H 1.574 -3.725 3.335  C81 1.090
88 H 3.777 -2.422 3.135  C82 1.090
89 H 3.152 -4.206 1.475  C83 1.090
90 H 3.983 -2.886 0.693  C83 1.090
91 H 2.302 -3.026 0.503  C83 1.090
92 H 2.147 -0.743 1.574  O84 0.960
93 C -0.710 -0.679 -3.844  C94 1.565, H97 1.090, H98 1.090, H99 1.090
94 C -0.538 0.864 -4.044  C93 1.565, C95 1.532, O96 1.428, H100 1.090
95 C -1.390 1.473 -5.162  C94 1.532, H101 1.090, H102 1.090, H103 1.090
96 O -0.904 1.488 -2.813  C94 1.428, H104 0.960
97 H -0.412 -1.071 -2.871  C93 1.090
98 H -0.134 -1.294 -4.535  C93 1.090
99 H -1.745 -0.975 -4.013  C93 1.090
100 H 0.514 1.083 -4.225  C94 1.090
101 H -2.393 1.072 -5.011  C95 1.090
102 H -1.108 1.109 -6.150  C95 1.090
103 H -1.427 2.562 -5.191  C95 1.090
104 H -0.555 0.894 -2.145  O96 0.960
105 C 2.233 -1.849 -2.142  C106 1.524, H109 1.090, H110 1.090, H111 1.090
106 C 3.003 -0.548 -1.952  C105 1.524, C107 1.486, O108 1.401, H112 1.090
107 C 4.356 -0.753 -2.531  C106 1.486, H113 1.090, H114 1.090, H115 1.090
108 O 2.306 0.510 -2.549  C106 1.401, H116 0.960
109 H 1.993 -2.022 -3.191  C105 1.090
110 H 1.249 -1.784 -1.678  C105 1.090
111 H 2.862 -2.608 -1.678  C105 1.090
112 H 3.115 -0.333 -0.890  C106 1.090
113 H 4.989 0.132 -2.461  C107 1.090
114 H 4.258 -1.066 -3.571  C107 1.090
115 H 4.862 -1.525 -1.951  C107 1.090
116 H 2.420 0.451 -3.501  O108 0.960


# 2
Entry from OMol25: a 11-piece molecular cluster, C27H73N3O11 overall in a non-equilibrium geometry (the ωB97M-V functional and the def2-TZVPD basis).

SMILES ... CC1(C)CCCC(C)(C)N1O.CC1(C)CCCC(C)(C)N1O.CC1(C)CCCC(C)(C)N1O.O.O.O.O.O.O.O.O
Net charge ... 0

Bonds (Å) are listed after each position.
Element x y z (Å)
1 C -2.887 -3.161 -4.111  C2 1.558, H12 1.091, H13 1.095, H14 1.090
2 C -1.891 -2.552 -3.081  C1 1.558, C3 1.526, C4 1.501, N10 1.468
3 C -2.762 -1.868 -2.030  C2 1.526, H15 1.101, H16 1.087, H17 1.086
4 C -1.027 -3.611 -2.461  C2 1.501, C5 1.515, H18 1.092, H19 1.096
5 C -0.094 -4.199 -3.500  C4 1.515, C6 1.527, H20 1.092, H21 1.095
6 C 0.844 -3.104 -4.002  C5 1.527, C7 1.522, H22 1.100, H23 1.096
7 C 0.089 -1.901 -4.549  C6 1.522, C8 1.503, C9 1.531, N10 1.446
8 C 1.030 -0.736 -4.682  C7 1.503, H24 1.099, H25 1.097, H26 1.094
9 C -0.350 -2.261 -5.971  C7 1.531, H27 1.094, H28 1.086, H29 1.101
10 N -1.018 -1.542 -3.692  C2 1.468, C7 1.446, O11 1.391
11 O -1.703 -0.440 -4.195  N10 1.391, H30 0.984
12 H -3.637 -3.776 -3.612  C1 1.091
13 H -3.428 -2.348 -4.607  C1 1.095
14 H -2.441 -3.790 -4.882  C1 1.090
15 H -2.133 -1.374 -1.272  C3 1.101
16 H -3.381 -1.071 -2.433  C3 1.087
17 H -3.370 -2.606 -1.517  C3 1.086
18 H -0.395 -3.274 -1.636  C4 1.092
19 H -1.655 -4.424 -2.080  C4 1.096
20 H 0.447 -5.050 -3.080  C5 1.092
21 H -0.666 -4.615 -4.336  C5 1.095
22 H 1.433 -3.518 -4.834  C6 1.100
23 H 1.599 -2.808 -3.265  C6 1.096
24 H 1.448 -0.378 -3.730  C8 1.099
25 H 0.540 0.123 -5.157  C8 1.097
26 H 1.884 -0.962 -5.326  C8 1.094
27 H -0.904 -3.204 -5.989  C9 1.094
28 H 0.494 -2.328 -6.650  C9 1.086
29 H -1.047 -1.531 -6.410  C9 1.101
30 H -2.264 -0.770 -4.934  O11 0.984
31 C 3.016 2.462 -0.012  C32 1.508, H42 1.104, H43 1.100, H44 1.084
32 C 3.953 3.065 1.004  C31 1.508, C33 1.539, C34 1.518, N40 1.477
33 C 4.796 1.960 1.664  C32 1.539, H45 1.091, H46 1.095, H47 1.080
34 C 4.944 3.951 0.271  C32 1.518, C35 1.553, H48 1.091, H49 1.096
35 C 4.312 5.289 -0.200  C34 1.553, C36 1.545, H50 1.111, H51 1.099
36 C 3.501 6.041 0.879  C35 1.545, C37 1.501, H52 1.087, H53 1.090
37 C 2.640 5.141 1.718  C36 1.501, C38 1.507, C39 1.514, N40 1.439
38 C 2.393 5.870 3.014  C37 1.507, H54 1.103, H55 1.093, H56 1.084
39 C 1.278 5.004 1.070  C37 1.514, H57 1.095, H58 1.088, H59 1.089
40 N 3.330 3.920 2.036  C32 1.477, C37 1.439, O41 1.468
41 O 2.497 3.108 2.931  N40 1.468, H60 0.965
42 H 3.538 1.795 -0.721  C31 1.104
43 H 2.260 1.811 0.450  C31 1.100
44 H 2.539 3.211 -0.633  C31 1.084
45 H 5.343 2.388 2.505  C33 1.091
46 H 4.122 1.211 2.091  C33 1.095
47 H 5.423 1.513 0.906  C33 1.080
48 H 5.789 4.149 0.934  C34 1.091
49 H 5.250 3.435 -0.646  C34 1.096
50 H 5.161 5.959 -0.455  C35 1.111
51 H 3.824 5.257 -1.184  C35 1.099
52 H 2.896 6.739 0.306  C36 1.087
53 H 4.253 6.590 1.447  C36 1.090
54 H 3.342 5.983 3.564  C38 1.103
55 H 1.763 5.269 3.675  C38 1.093
56 H 2.007 6.871 2.864  C38 1.084
57 H 0.662 4.367 1.712  C39 1.095
58 H 1.206 4.534 0.092  C39 1.088
59 H 0.744 5.951 1.003  C39 1.089
60 H 3.119 2.839 3.618  O41 0.965
61 C 1.043 -1.641 3.525  C62 1.500, H72 1.092, H73 1.089, H74 1.091
62 C 0.401 -2.676 2.650  C61 1.500, C63 1.546, C64 1.526, N70 1.436
63 C 0.868 -2.512 1.185  C62 1.546, H75 1.096, H76 1.102, H77 1.095
64 C 0.892 -4.011 3.204  C62 1.526, C65 1.495, H78 1.098, H79 1.097
65 C 0.073 -5.180 2.757  C64 1.495, C66 1.500, H80 1.094, H81 1.093
66 C -1.371 -4.937 3.084  C65 1.500, C67 1.485, H82 1.093, H83 1.097
67 C -1.859 -3.694 2.433  C66 1.485, C68 1.577, C69 1.512, N70 1.435
68 C -1.946 -3.820 0.863  C67 1.577, H84 1.088, H85 1.094, H86 1.084
69 C -3.263 -3.420 2.926  C67 1.512, H87 1.099, H88 1.096, H89 1.096
70 N -1.014 -2.627 2.889  C62 1.436, C67 1.435, O71 1.436
71 O -1.564 -1.321 2.658  N70 1.436, H90 0.970
72 H 0.847 -0.644 3.126  C61 1.092
73 H 0.661 -1.664 4.544  C61 1.089
74 H 2.122 -1.800 3.557  C61 1.091
75 H 0.396 -1.658 0.687  C63 1.096
76 H 1.956 -2.333 1.170  C63 1.102
77 H 0.742 -3.414 0.577  C63 1.095
78 H 1.950 -4.146 2.947  C64 1.098
79 H 0.886 -4.034 4.301  C64 1.097
80 H 0.162 -5.352 1.680  C65 1.094
81 H 0.388 -6.100 3.257  C65 1.093
82 H -1.534 -4.881 4.163  C66 1.093
83 H -1.935 -5.814 2.744  C66 1.097
84 H -2.974 -3.969 0.537  C68 1.088
85 H -1.377 -4.658 0.449  C68 1.094
86 H -1.564 -2.894 0.449  C68 1.084
87 H -3.300 -3.048 3.959  C69 1.099
88 H -3.850 -4.344 2.870  C69 1.096
89 H -3.814 -2.673 2.344  C69 1.096
90 H -1.694 -0.936 3.539  O71 0.970
91 O -1.335 1.662 0.587  H92 0.991, H93 0.997
92 H -2.000 0.945 0.744  O91 0.991
93 H -0.770 1.239 -0.117  O91 0.997
94 O -3.424 1.738 -2.144  H95 0.968, H96 0.990
95 H -3.734 1.885 -3.049  O94 0.968
96 H -2.512 1.365 -2.239  O94 0.990
97 O -0.381 2.710 3.134  H98 1.004, H99 0.993
98 H -0.658 2.149 2.349  O97 1.004
99 H 0.584 2.872 2.962  O97 0.993
100 O -0.457 0.854 -2.003  H101 0.969, H102 1.004
101 H -0.224 1.264 -2.849  O100 0.969
102 H -0.399 -0.131 -2.187  O100 1.004
103 O -3.920 0.339 0.282  H104 0.988, H105 0.970
104 H -3.990 0.513 -0.687  O103 0.988
105 H -4.637 -0.272 0.514  O103 0.970
106 O -4.306 1.470 3.011  H107 0.968, H108 0.979
107 H -3.899 0.748 3.511  O106 0.968
108 H -4.101 1.277 2.073  O106 0.979
109 O -2.105 4.116 -0.638  H110 0.987, H111 0.967
110 H -2.292 3.154 -0.520  O109 0.987
111 H -2.311 4.326 -1.559  O109 0.967
112 O -2.335 4.687 2.108  H113 0.994, H114 0.984
113 H -1.764 4.029 2.586  O112 0.994
114 H -2.016 4.660 1.178  O112 0.984


HOMO-LUMO gap readings, ordered: 8.1107 8.4208 eV
DFT total energy readings, ordered: -61585.90936 -56173.62629 eV
LUMO level readings, ordered: 2.366 -0.026 eV